Formula: C5H20KO5
Source: the Open Molecules 2025 dataset
Level of theory: ωB97M-V with the def2-TZVPD basis set

Values from the calculation:
**LUMO level**: -0.1377 hartree
**Orbital gap**: 8.81 eV
**2S+1**: 1
**Strongest force on any atom**: 2.4 eV/Å
**Total charge**: +1
**Energy above the lowest of the compared OMol25 structures with the same formula, charge and spin**: 2.139 eV

Last column: natural (NBO) charge in e.
Positions of all 31 atoms, in Å:
K -1.054 -0.231 0.091  0.99
C 4.568 0.178 -1.292  -0.24
O 3.400 0.463 -1.946  -0.73
H 4.488 -0.634 -0.570  0.18
H 5.268 -0.129 -2.069  0.16
H 4.972 1.083 -0.838  0.16
H 3.638 1.051 -2.666  0.47
C -2.257 -4.521 -4.280  -0.25
O -2.847 -3.858 -3.172  -0.74
H -1.267 -4.128 -4.510  0.18
H -2.122 -5.549 -3.943  0.17
H -2.942 -4.510 -5.129  0.17
H -3.702 -4.265 -3.015  0.47
C -0.800 -3.440 4.622  -0.26
O 0.158 -2.480 4.150  -0.74
H -0.372 -4.433 4.484  0.17
H -0.962 -3.226 5.678  0.18
H -1.708 -3.536 4.026  0.18
H 0.987 -2.721 4.571  0.47
C 1.490 3.347 3.635  -0.26
O 0.257 3.532 2.901  -0.74
H 2.197 2.786 3.024  0.18
H 1.962 4.291 3.904  0.18
H 1.292 2.760 4.533  0.17
H -0.236 4.194 3.390  0.47
C -2.113 4.185 -2.524  -0.25
O -2.858 3.011 -2.735  -0.74
H -1.854 4.705 -3.445  0.17
H -2.654 4.875 -1.877  0.17
H -1.183 3.931 -2.015  0.17
H -3.748 3.268 -2.984  0.47

Formula: C5H20N4O5
Source: the Open Molecules 2025 dataset
Level of theory: ωB97M-V with the def2-TZVPD basis set

Values from the calculation:
**LUMO level**: 0.0079 hartree
**Orbital gap**: 9.63 eV
**2S+1**: 1
**Strongest force on any atom**: 2.3 eV/Å
**Energy above the lowest of the compared OMol25 structures with the same formula, charge and spin**: 0.367 eV
**Structure (SMILES)**: NC(N)=O.NC(N)=O.CO.CO.CO

Last column: natural (NBO) charge in e.
Positions of all 34 atoms, in Å:
N 2.382 -0.652 2.419  -0.90
C 2.905 0.634 2.508  0.77
N 1.960 1.594 2.750  -0.85
O 4.116 0.827 2.472  -0.66
H 3.080 -1.362 2.511  0.41
H 1.396 -0.766 2.244  0.42
H 2.202 2.556 2.877  0.40
H 0.996 1.334 2.626  0.40
N -0.583 -1.561 4.728  -0.82
C -1.185 -1.022 3.633  0.79
N -2.520 -0.883 3.675  -0.82
O -0.541 -0.675 2.622  -0.74
H 0.419 -1.586 4.744  0.42
H -1.127 -1.650 5.564  0.39
H -3.020 -1.086 4.525  0.38
H -3.116 -0.629 2.912  0.42
C -0.058 -1.443 -0.703  -0.24
O -1.153 -1.819 0.123  -0.76
H -0.234 -0.524 -1.277  0.15
H 0.803 -1.261 -0.060  0.17
H 0.106 -2.213 -1.457  0.17
H -0.964 -1.491 1.022  0.49
C -1.764 -0.254 -4.019  -0.25
O -1.514 0.024 -5.387  -0.74
H -2.350 -1.171 -3.919  0.17
H -0.796 -0.404 -3.533  0.16
H -2.267 0.576 -3.533  0.18
H -1.064 -0.691 -5.836  0.47
C 0.450 2.373 -3.888  -0.26
O 1.711 2.971 -3.997  -0.71
H -0.381 3.094 -3.784  0.15
H 0.111 1.864 -4.806  0.18
H 0.350 1.641 -3.089  0.18
H 1.651 3.655 -4.668  0.47

Formula: C5H20O5
Source: the Open Molecules 2025 dataset
Level of theory: ωB97M-V with the def2-TZVPD basis set

Values from the calculation:
**LUMO level**: 0.0186 hartree
**Orbital gap**: 10.77 eV
**2S+1**: 1
**Strongest force on any atom**: 2.4 eV/Å
**Energy above the lowest of the compared OMol25 structures with the same formula, charge and spin**: 0.819 eV
**Structure (SMILES)**: CC(C)O.CO.CO.O.O

Last column: natural (NBO) charge in e.
Positions of all 30 atoms, in Å:
C -1.855 1.953 0.549  -0.63
C -1.763 1.614 -0.915  0.09
C -2.195 2.812 -1.761  -0.64
O -0.380 1.317 -1.107  -0.73
H -1.122 2.707 0.836  0.20
H -1.696 1.024 1.096  0.21
H -2.814 2.309 0.927  0.21
H -2.402 0.785 -1.221  0.18
H -2.256 2.591 -2.826  0.22
H -1.512 3.660 -1.821  0.21
H -3.160 3.194 -1.428  0.21
H 0.154 2.107 -0.993  0.47
C 0.753 1.253 2.692  -0.24
O 1.266 0.741 3.860  -0.71
H 1.213 2.188 2.374  0.15
H 0.924 0.565 1.863  0.15
H -0.317 1.461 2.715  0.18
H 2.225 0.751 3.822  0.47
C 0.380 -4.836 -1.788  -0.24
O 0.197 -4.355 -0.522  -0.74
H 0.215 -5.913 -1.832  0.16
H -0.374 -4.419 -2.456  0.16
H 1.377 -4.658 -2.191  0.19
H -0.682 -4.534 -0.182  0.48
O 3.517 0.338 -0.372  -0.96
H 2.895 -0.342 -0.112  0.49
H 3.822 0.713 0.454  0.45
O 1.559 -1.623 0.253  -0.97
H 0.843 -0.987 0.228  0.48
H 1.190 -2.414 -0.141  0.50

Formula: C5H20O5
Source: the Open Molecules 2025 dataset
Level of theory: ωB97M-V with the def2-TZVPD basis set

Values from the calculation:
**LUMO level**: 0.0195 hartree
**Orbital gap**: 10.51 eV
**2S+1**: 1
**Strongest force on any atom**: 0.8 eV/Å
**Energy above the lowest of the compared OMol25 structures with the same formula, charge and spin**: 2.001 eV
**Structure (SMILES)**: CO.CO.CO.CO.CO

Last column: natural (NBO) charge in e.
Positions of all 30 atoms, in Å:
C 0.142 -0.384 1.070  -0.24
O 0.523 -0.460 -0.290  -0.74
H -0.833 -0.846 1.192  0.18
H 0.886 -0.848 1.727  0.16
H 0.062 0.655 1.420  0.15
H 1.455 -0.215 -0.359  0.49
C 3.749 1.397 -0.592  -0.25
O 3.173 0.185 -1.087  -0.75
H 3.473 1.481 0.454  0.19
H 4.840 1.350 -0.647  0.17
H 3.415 2.254 -1.177  0.18
H 3.629 -0.053 -1.898  0.48
C -2.657 -3.210 2.049  -0.25
O -3.969 -3.663 2.378  -0.72
H -2.162 -3.798 1.272  0.17
H -2.651 -2.190 1.663  0.18
H -2.064 -3.206 2.969  0.16
H -4.008 -4.607 2.205  0.47
C 1.914 0.674 -4.265  -0.24
O 0.858 0.222 -3.441  -0.72
H 2.842 0.125 -4.079  0.14
H 1.586 0.547 -5.294  0.19
H 2.102 1.748 -4.131  0.15
H 1.146 0.123 -2.529  0.48
C -2.630 2.371 1.894  -0.25
O -3.623 1.528 1.315  -0.72
H -1.888 1.766 2.423  0.16
H -2.193 2.971 1.104  0.19
H -3.069 3.051 2.635  0.16
H -4.046 1.033 2.021  0.46

Formula: C5H21N2O3
Source: the Open Molecules 2025 dataset
Level of theory: ωB97M-V with the def2-TZVPD basis set

Values from the calculation:
**LUMO level**: -0.0949 hartree
**Orbital gap**: 9.19 eV
**2S+1**: 1
**Strongest force on any atom**: 4.3 eV/Å
**Total charge**: +1
**Energy above the lowest of the compared OMol25 structures with the same formula, charge and spin**: 3.286 eV

Last column: natural (NBO) charge in e.
Positions of all 31 atoms, in Å:
C 1.696 -1.346 -0.286  -0.28
N 1.083 -1.185 -1.611  -0.66
C 0.039 -2.183 -1.980  -0.42
C 0.867 -1.137 0.890  -0.21
N 0.250 0.418 0.883  -0.55
C -0.104 0.920 2.353  -0.21
C -1.322 0.417 2.921  -0.70
H 2.531 -0.571 -0.348  0.21
H 2.244 -2.319 -0.287  0.24
H 0.641 -0.165 -1.812  0.41
H 0.271 -3.106 -1.581  0.19
H -0.042 -2.308 -3.024  0.21
H -0.984 -1.961 -1.660  0.16
H 1.508 -1.223 1.900  0.23
H 0.164 -1.935 0.896  0.23
H -0.586 0.349 0.302  0.45
H 0.921 1.104 0.485  0.45
H -0.132 2.025 2.298  0.23
H 0.816 0.691 3.026  0.22
H -2.173 0.594 2.264  0.25
H -1.489 -0.637 3.102  0.23
H -1.554 0.754 4.014  0.27
H -4.228 0.615 0.627  0.49
H -3.575 -0.740 0.187  0.48
O -3.346 0.215 0.332  -0.97
H 2.059 2.013 -3.263  0.49
H 2.981 2.831 -2.303  0.50
O 2.120 2.386 -2.388  -0.97
H 0.470 2.278 -2.055  0.52
H -1.014 1.670 -2.173  0.50
O -0.113 1.535 -1.707  -1.01

Formula: C5H21N2O5
Source: the Open Molecules 2025 dataset
Level of theory: ωB97M-V with the def2-TZVPD basis set

Values from the calculation:
**LUMO level**: -0.0951 hartree
**Orbital gap**: 8.93 eV
**2S+1**: 1
**Strongest force on any atom**: 1.2 eV/Å
**Total charge**: +1
**Energy above the lowest of the compared OMol25 structures with the same formula, charge and spin**: 2.169 eV

Last column: natural (NBO) charge in e.
Positions of all 33 atoms, in Å:
C 1.321 2.248 -1.104  -0.08
O 0.380 1.711 -1.997  -0.73
C 1.919 1.122 -0.213  -0.06
C 1.214 0.921 1.122  -0.45
C -0.245 0.497 1.017  -0.40
C -1.230 1.385 0.797  0.05
N -2.555 1.116 0.575  -0.83
N 1.824 -0.142 -1.019  -0.69
H 2.109 2.739 -1.673  0.20
H 0.865 3.004 -0.464  0.19
H -0.505 1.643 -1.637  0.49
H 2.960 1.362 -0.065  0.22
H 1.219 1.855 1.680  0.24
H 1.776 0.163 1.659  0.24
H -0.470 -0.540 1.205  0.20
H -1.008 2.447 0.737  0.19
H -2.994 0.263 0.889  0.42
H -3.141 1.805 0.148  0.40
H 0.850 -0.458 -0.979  0.45
H 2.322 -0.914 -0.554  0.47
H 2.136 -0.046 -1.981  0.44
H -1.938 -0.710 -3.520  0.48
H -2.134 -0.218 -2.158  0.47
O -1.460 -0.680 -2.679  -0.95
H 2.696 -3.147 0.628  0.49
H 1.372 -2.562 0.901  0.50
O 2.286 -2.300 0.715  -0.97
H -0.957 -2.301 -0.149  0.48
H -1.017 -3.844 -0.144  0.49
O -0.416 -3.093 -0.165  -0.97
H -2.473 -1.846 2.582  0.48
H -2.090 -0.588 3.294  0.49
O -2.617 -0.893 2.554  -0.95

Formula: C5H21NO6
Source: the Open Molecules 2025 dataset
Level of theory: ωB97M-V with the def2-TZVPD basis set

Values from the calculation:
**LUMO level**: 0.0132 hartree
**Orbital gap**: 8.44 eV
**2S+1**: 1
**Strongest force on any atom**: 4.2 eV/Å
**Energy above the lowest of the compared OMol25 structures with the same formula, charge and spin**: 3.230 eV
**Structure (SMILES)**: C=CCNC=C.O.O.O.O.O.O

Last column: natural (NBO) charge in e.
Positions of all 33 atoms, in Å:
C 0.001 -1.883 2.300  -0.38
C 0.903 -0.898 2.156  -0.20
C 0.461 0.639 1.830  -0.26
N 1.637 1.443 1.426  -0.60
C 1.266 2.484 0.582  0.03
C -0.006 2.746 0.235  -0.59
H 0.217 -2.972 2.702  0.20
H -1.030 -1.884 2.045  0.19
H 1.916 -1.069 2.455  0.19
H -0.326 0.611 1.006  0.21
H 0.076 1.068 2.818  0.21
H 2.506 0.985 1.365  0.40
H 2.067 2.962 0.011  0.20
H -0.946 2.270 0.557  0.19
H -0.186 3.477 -0.497  0.20
O 0.126 -2.367 -0.695  -0.96
H 0.358 -2.461 -1.603  0.47
H 0.713 -1.645 -0.406  0.49
O -2.615 -0.311 -0.212  -0.93
H -3.398 -0.469 -0.813  0.49
H -3.290 -0.313 0.556  0.48
O 1.316 0.470 -2.972  -1.00
H 1.170 0.677 -3.862  0.48
H 0.428 0.502 -2.448  0.52
O -2.818 -2.911 -0.222  -0.98
H -2.022 -3.433 -0.081  0.48
H -2.480 -2.034 -0.058  0.48
O -1.477 1.406 -2.280  -0.98
H -1.420 1.289 -1.265  0.50
H -1.699 2.341 -2.442  0.48
O 2.529 -0.366 -0.477  -0.97
H 2.534 -0.020 -1.402  0.51
H 3.490 -0.333 -0.310  0.47

Formula: C5H21NO6S
Source: the Open Molecules 2025 dataset
Level of theory: ωB97M-V with the def2-TZVPD basis set

Values from the calculation:
**LUMO level**: 0.0140 hartree
**Orbital gap**: 9.72 eV
**2S+1**: 1
**Strongest force on any atom**: 4.2 eV/Å
**Energy above the lowest of the compared OMol25 structures with the same formula, charge and spin**: 3.375 eV
**Structure (SMILES)**: CNC(=O)CCCS.O.O.O.O.O

Last column: natural (NBO) charge in e.
Positions of all 34 atoms, in Å:
C -1.743 2.781 -0.194  -0.44
N -0.872 1.625 0.117  -0.62
C -0.309 0.711 -0.677  0.68
O 0.833 0.362 -0.326  -0.71
C -1.103 0.126 -1.735  -0.50
C -1.886 -1.207 -1.440  -0.41
C -1.581 -2.009 -0.202  -0.52
S -0.434 -3.460 -0.527  -0.07
H -1.796 3.079 -1.242  0.22
H -2.653 2.458 0.476  0.23
H -1.244 3.634 0.248  0.22
H -0.125 1.789 0.837  0.43
H -0.450 -0.182 -2.642  0.22
H -1.756 0.841 -2.166  0.23
H -2.951 -0.792 -1.502  0.22
H -1.605 -1.854 -2.258  0.24
H -1.315 -1.529 0.802  0.24
H -2.447 -2.674 0.113  0.23
H 0.506 -2.521 -0.499  0.13
O 3.427 -0.384 -0.375  -0.98
H 2.480 -0.462 -0.317  0.49
H 3.419 -0.138 -1.397  0.48
O -0.491 -0.877 2.918  -0.97
H -0.399 -0.410 2.104  0.47
H 0.261 -1.552 2.739  0.51
O -0.032 1.722 3.397  -0.97
H 0.787 1.524 3.729  0.47
H -0.580 0.919 3.518  0.50
O 2.231 -1.728 1.927  -0.97
H 2.579 -2.587 1.791  0.48
H 2.772 -1.132 1.419  0.50
O 2.325 1.260 -3.158  -0.97
H 1.795 0.565 -2.805  0.48
H 2.357 2.099 -2.673  0.49

- Among the records above, which one has the lowest LUMO level?
  C5H20KO5